DFT (ωB97M-V/def2-TZVPD) results for one molecule with the formula C5H9N at a distorted geometry.

Structure (XYZ):
```
15
Properties=species:S:1:pos:R:3
N 3.180 -0.071 0.306
C 1.692 -0.389 0.225
C 0.897 0.823 0.501
C -0.422 0.745 0.473
C -1.193 -0.354 0.013
C -2.513 -0.194 -0.598
H 3.709 -0.934 0.292
H 2.280 -0.378 -0.728
H 1.300 -1.322 0.507
H 1.482 1.790 0.661
H -0.971 1.704 0.658
H -0.643 -1.257 -0.160
H -2.583 -0.176 -1.728
H -3.364 -0.844 -0.235
H -2.852 0.857 -0.188
```

## Properties
* HOMO energy: -6.808 eV
* gap between HOMO and LUMO: 5.8 eV
* electronic energy: -6814.802 eV
* LUMO: -1.01 eV
* energy relative to the best compared isomer or geometry (same formula, charge and spin): 142.82 kcal/mol

Atomic partial charges in e from the natural (NBO) method, atoms 1 to 8: -0.678, -0.306, -0.169, -0.249, -0.137, -0.660, 0.323, 0.385

DFT (ωB97M-V/def2-TZVPD) results for a 2-piece molecular cluster, C3H4BrCl overall at a distorted geometry.

Structure (XYZ):
```
9
Properties=species:S:1:pos:R:3
C 0.024 -0.322 2.089
C 0.379 0.817 1.824
Cl 0.878 2.153 1.035
H -0.218 -1.316 2.446
C -0.199 -0.130 -1.429
Br -0.238 -1.795 -2.361
H -1.221 -0.001 -0.936
H 0.546 -0.154 -0.713
H 0.047 0.748 -1.954
```

## Properties
* SMILES string: C#CCl.CBr
* HOMO energy: -10.152 eV
* gap between HOMO and LUMO: 10.7 eV
* electronic energy: -85737.926 eV
* LUMO: 0.56 eV
* energy relative to the best compared isomer or geometry (same formula, charge and spin): 52.31 kcal/mol

Atomic partial charges in e from the natural (NBO) method, atoms 1 to 8: -0.239, -0.145, 0.133, 0.254, -0.657, 0.003, 0.225, 0.211

DFT (ωB97M-V/def2-TZVPD) results for a 2-piece molecular cluster, CH4BrO3P overall at a distorted geometry.

Structure (XYZ):
```
10
Properties=species:S:1:pos:R:3
O 0.612 2.252 -0.781
P 0.129 1.665 0.461
O -1.483 1.939 0.457
H -1.750 2.395 -0.347
O -0.411 -0.613 -0.110
C 0.622 -1.520 -0.233
Br 1.792 -1.509 1.354
H -1.010 -0.848 0.618
H 1.236 -1.214 -1.080
H 0.262 -2.548 -0.338
```

## Properties
* SMILES string: O=PO.OCBr
* HOMO energy: -9.900 eV
* gap between HOMO and LUMO: 10.4 eV
* electronic energy: -86576.371 eV
* LUMO: 0.45 eV
* energy relative to the best compared isomer or geometry (same formula, charge and spin): 8.67 kcal/mol

Atomic partial charges in e from the natural (NBO) method, atoms 1 to 8: -1.077, 1.554, -1.029, 0.504, -0.707, -0.098, -0.056, 0.499

DFT (ωB97M-V/def2-TZVPD) results for a 2-piece molecular cluster, H5NS overall.

Structure (XYZ):
```
7
Properties=species:S:1:pos:R:3
S -1.717 0.043 -4.151
H -0.968 1.044 -3.665
N 0.532 -0.229 1.550
H 0.146 0.060 0.647
H -0.182 -0.746 2.086
H 1.383 -0.786 1.458
H 0.806 0.614 2.074
```

## Properties
* total charge: +1
* multiplicity: 2
* ⟨S²⟩: 0.753
* HOMO energy (spin up / spin down): -12.602 / -12.140 eV
* gap between HOMO and LUMO (spin up / spin down): 7.8 / 7.2 eV
* electronic energy: -12397.793 eV
* LUMO (spin up / spin down): -4.80 / -4.90 eV
* energy relative to the best compared isomer or geometry (same formula, charge and spin): 10.05 kcal/mol

Need the natural (NBO) charges? In units of e they are: -0.079, 0.080, -0.862, 0.466, 0.467, 0.465, 0.462

DFT (ωB97M-V/def2-TZVPD) results for C28H41Cl2IrN7O2Si as an isolated structure at a distorted geometry.

Structure (XYZ):
```
82
Properties=species:S:1:pos:R:3
Ir 0.043 0.348 0.104
C 4.235 0.134 -1.942
N 3.984 1.162 -0.934
C 4.748 2.410 -0.975
C 3.850 3.396 -0.226
N 2.727 2.562 0.239
C 0.439 3.469 0.567
C 2.865 1.300 -0.217
N 1.997 0.289 0.019
C 2.554 -1.075 0.126
C 1.663 -1.825 1.088
N 0.279 -1.689 0.604
C -0.430 -2.799 0.564
N -0.164 -3.924 1.256
C 0.521 -4.053 2.533
C -0.878 -5.066 0.688
C -2.053 -4.380 0.016
N -1.486 -3.073 -0.329
C -2.670 -1.580 -1.660
H 4.839 0.580 -2.728
H 3.300 -0.203 -2.383
H 4.778 -0.715 -1.532
H 4.908 2.707 -2.010
H 5.720 2.282 -0.499
H 3.495 4.202 -0.869
H 4.365 3.834 0.627
H 0.651 4.355 -0.031
H -0.257 3.760 1.352
H -1.186 2.466 -0.025
H 3.578 -1.047 0.501
H 2.538 -1.583 -0.839
H 1.780 -1.409 2.093
H 1.985 -2.864 1.101
H 0.596 -3.085 3.018
H 1.514 -4.495 2.437
H -0.082 -4.700 3.168
H -1.180 -5.757 1.472
H -0.245 -5.595 -0.027
H -2.883 -4.232 0.711
H -2.402 -4.895 -0.875
H -3.883 -0.134 -2.600
H -2.820 -2.396 -2.370
H -1.763 -1.042 -1.942
Cl -7.253 2.345 0.840
C -5.649 1.747 0.652
C -4.652 2.183 1.508
C -3.374 1.694 1.327
Cl -2.130 2.174 2.447
C -3.064 0.770 0.319
O -1.844 0.251 0.196
C -4.092 0.309 -0.521
C -3.896 -0.684 -1.653
O -2.502 -2.121 -0.347
C -5.369 0.820 -0.340
H -4.866 2.878 2.306
H -4.789 -1.310 -1.688
H -6.174 0.482 -0.981
C -0.330 4.658 -2.307
Si -0.227 2.812 -2.099
C 1.308 2.146 -2.912
C -1.759 1.987 -2.733
N -0.198 2.436 -0.289
C 1.789 3.076 1.266
C 2.273 4.407 1.776
C 2.269 4.740 3.084
C 1.902 3.792 4.068
C 1.523 2.498 3.693
C 1.509 2.116 2.384
H -0.551 4.861 -3.359
H 0.593 5.191 -2.075
H -1.140 5.099 -1.722
H 1.229 2.331 -3.986
H 1.403 1.069 -2.769
H 2.219 2.641 -2.571
H -1.939 2.306 -3.763
H -2.642 2.255 -2.148
H -1.659 0.902 -2.734
H 2.531 5.157 1.039
H 2.553 5.739 3.386
H 1.916 4.070 5.113
H 1.238 1.784 4.455
H 1.125 1.142 2.122
```

## Properties
* total charge: +2
* multiplicity: 2
* ⟨S²⟩: 0.907
* HOMO energy (spin up / spin down): -12.554 / -13.121 eV
* gap between HOMO and LUMO (spin up / spin down): 4.8 / 5.5 eV
* electronic energy: -79973.177 eV
* LUMO (spin up / spin down): -7.76 / -7.57 eV
* energy relative to the best compared isomer or geometry (same formula, charge and spin): 1.45 kcal/mol

Atomic partial charges in e from the Mulliken method, atoms 1 to 8: 1.644, -1.084, 0.133, -0.666, -0.668, 0.465, -1.177, -0.775

DFT (ωB97M-V/def2-TZVPD) results for a 5-piece molecular cluster, C2H13O4S overall at a distorted geometry.

Structure (XYZ):
```
20
Properties=species:S:1:pos:R:3
C -0.439 -2.030 1.329
C -1.573 -1.052 1.522
S -2.516 -0.630 -0.073
H -0.684 -2.940 0.787
H 0.496 -1.614 0.833
H -0.225 -2.303 2.385
H -2.179 -1.347 2.340
H -1.133 -0.089 1.921
H -0.804 -0.810 -1.209
H -0.174 -0.986 -2.540
O 0.165 -0.799 -1.650
H 4.323 1.153 0.766
H 3.115 1.596 -0.084
O 4.079 1.833 0.144
H -1.847 1.434 -0.548
H -2.354 2.055 -1.831
O -1.754 2.271 -1.094
H 0.902 2.109 -0.660
H 1.066 0.656 -1.357
O 1.536 1.493 -0.981
```

## Properties
* multiplicity: 2
* ⟨S²⟩: 0.753
* HOMO energy (spin up / spin down): -10.143 / -10.143 eV
* gap between HOMO and LUMO (spin up / spin down): 10.3 / 6.7 eV
* electronic energy: -21308.276 eV
* LUMO (spin up / spin down): 0.16 / -3.47 eV
* energy relative to the best compared isomer or geometry (same formula, charge and spin): 20.73 kcal/mol

Atomic partial charges in e from the natural (NBO) method, atoms 1 to 8: -0.638, -0.523, 0.096, 0.219, 0.242, 0.222, 0.225, 0.250